Record 1
C51H73N5P2S4SbSiY as an isolated structure in a non-equilibrium geometry, computed with ωB97M-V with the def2-TZVPD basis set.

Results
ΔE to the lowest compared entry with this formula, charge and spin in kcal/mol: 36.6
Highest occupied orbital energy in eV: -2.0
Total charge: -2
DFT total energy in eV: -138905.578
Spin multiplicity: 1

XYZ file:
```
138
C51H73N5P2S4SbSiY | OMol25 | ωB97M-V with the def2-TZVPD basis set
Y 0.35960 -0.61730 0.35760
C 0.27070 3.15620 -0.97220
Si -0.87400 1.58770 -0.95470
C -2.44990 2.70220 -0.77060
C -3.00800 3.36030 -1.86160
C -4.00610 4.30560 -1.71050
C -4.43500 4.64400 -0.44020
C -3.87750 4.01830 0.65940
C -2.90450 3.03640 0.50910
P -2.03380 2.22490 1.91230
C -2.10550 3.61140 3.23390
C -3.24950 3.72100 4.24130
C -3.10330 4.99370 5.08820
C -1.65390 5.25120 5.51850
C -0.84140 3.96510 5.43670
C -0.75720 3.50620 3.98210
C -3.30790 0.93560 2.45010
C -2.77410 0.28700 3.74510
C -3.83430 -0.23170 4.71880
C -5.10770 -0.59610 3.97460
C -5.70940 0.69290 3.43920
C -4.78450 1.37800 2.42090
C -0.90330 1.04320 -2.81090
C -0.14210 1.64920 -3.80460
C 0.00630 1.08110 -5.05810
C -0.62010 -0.11860 -5.35060
C -1.40060 -0.73430 -4.38860
C -1.53320 -0.16840 -3.13000
P -2.60860 -0.84870 -1.82420
C -4.12250 0.15620 -2.38120
C -5.09890 0.33910 -1.22570
C -6.17920 1.35950 -1.57840
C -6.92310 0.92850 -2.83840
C -5.94540 0.73170 -3.99420
C -4.87570 -0.29970 -3.62650
C -3.03260 -2.57130 -2.46780
C -1.76210 -3.43800 -2.55820
C -1.85400 -4.68640 -1.69020
C -3.13430 -5.46180 -1.99220
C -4.39320 -4.59500 -1.79910
C -4.03890 -3.14710 -1.47260
H -0.05480 3.91640 -1.68420
H 0.24950 3.60120 0.02000
H 1.29800 2.88340 -1.18990
H -2.63080 3.14430 -2.85490
H -4.42910 4.80210 -2.57640
H -5.19650 5.40210 -0.30180
H -4.19730 4.33200 1.64180
H -2.09910 4.53940 2.64690
H -4.21700 3.77830 3.74500
H -3.26670 2.84230 4.88360
H -3.45990 5.84830 4.50840
H -3.74700 4.90540 5.96840
H -1.19110 5.98590 4.85430
H -1.62490 5.66150 6.53140
H 0.16600 4.13080 5.82570
H -1.30360 3.19230 6.05500
H -0.01870 4.11590 3.45580
H -0.39450 2.47680 3.94740
H -3.18050 0.18210 1.65890
H -2.14920 -0.55000 3.43310
H -2.12580 0.98320 4.27570
H -3.43990 -1.09810 5.25670
H -4.07710 0.53030 5.46740
H -4.87720 -1.27210 3.15080
H -5.81490 -1.09120 4.64530
H -6.67890 0.49770 2.97370
H -5.88870 1.36270 4.28690
H -5.16100 1.16070 1.42200
H -4.87180 2.45310 2.54890
H 0.36020 2.58030 -3.58900
H 0.62630 1.56260 -5.80550
H -0.50120 -0.57640 -6.32500
H -1.88350 -1.67170 -4.62350
H -3.68370 1.13920 -2.58750
H -5.57410 -0.61170 -0.97350
H -4.53040 0.68030 -0.36050
H -6.88630 1.46530 -0.74900
H -5.71370 2.33380 -1.74400
H -7.44160 -0.01460 -2.64380
H -7.67740 1.67410 -3.10840
H -6.49000 0.40290 -4.88590
H -5.46230 1.68370 -4.22770
H -5.36680 -1.25660 -3.43340
H -4.18460 -0.42250 -4.46420
H -3.52150 -2.51780 -3.44770
H -1.58330 -3.73850 -3.59630
H -0.88590 -2.86560 -2.23060
H -0.98190 -5.31530 -1.87620
H -1.81240 -4.38750 -0.64420
H -3.09110 -5.80520 -3.02980
H -3.18530 -6.34760 -1.35330
H -4.99990 -4.61680 -2.71160
H -5.01980 -4.99090 -0.99420
H -4.95250 -2.54800 -1.49360
H -3.62000 -3.07250 -0.46770
S 3.03500 -5.23080 1.42330
Sb 3.09930 -3.12710 0.51850
S 2.50600 -1.46360 2.08640
S 1.48920 -2.70270 -1.20020
S 5.30790 -2.55420 -0.05780
N 4.32030 1.27350 1.26080
C 3.91530 1.96530 2.37010
C 2.56480 2.10740 2.25160
N 2.12380 1.50480 1.11910
C 3.20250 0.99580 0.54350
C 3.19240 0.39190 -0.75550
N 2.12230 0.44110 -1.54540
C 2.52920 -0.08290 -2.72940
C 3.84210 -0.45650 -2.64430
N 4.27460 -0.13810 -1.38730
H 5.22390 0.85600 1.10510
H 4.60690 2.29070 3.12200
H 1.87640 2.59760 2.91070
H 1.84870 -0.15170 -3.55270
H 4.49380 -0.94370 -3.34120
H 4.94560 -0.79000 -0.88190
C -3.54820 -4.35400 2.35330
C -2.04690 -4.21530 2.64390
C -1.83440 -3.98090 4.14530
C -1.30740 -5.48150 2.20100
C -1.51660 -3.05900 1.90800
C -1.10890 -2.08680 1.30840
H -3.97820 -5.18580 2.91460
H -3.71020 -4.53450 1.29230
H -4.06990 -3.43660 2.62530
H -2.21640 -4.82010 4.72990
H -2.34660 -3.07450 4.46160
H -0.77440 -3.86290 4.35130
H -1.63560 -6.34670 2.77990
H -0.23490 -5.35550 2.32870
H -1.49620 -5.68050 1.14750
C 1.45940 -0.84930 4.94040
C 0.72770 -0.22410 3.87660
N 0.08220 0.30280 3.08730
H 1.79460 -1.82450 4.58830
H 0.81760 -0.95390 5.81350
H 2.34220 -0.25620 5.17450
```

=====

Record 2
C42H48BrN4Yb as an isolated structure in a non-equilibrium geometry, computed with ωB97M-V with the def2-TZVPD basis set.

Results
Highest occupied orbital energy (spin up / spin down) in eV: -7.0 / -7.0
DFT total energy in eV: -151867.957
Spin multiplicity: 2

XYZ file:
```
96
C42H48BrN4Yb | OMol25 | ωB97M-V with the def2-TZVPD basis set
Yb -21.40751 -5.56361 -3.87379
C -17.86775 -6.58468 1.01485
C -19.22943 -6.02118 1.44050
C -19.99313 -5.40654 0.30884
C -20.24677 -4.05145 0.05785
C -19.82188 -2.92260 0.95583
C -20.69541 -2.74208 2.20873
C -21.05627 -3.96722 -1.14359
N -21.24837 -5.24846 -1.62148
C -20.57799 -6.13952 -0.78466
C -20.54886 -7.55891 -0.94334
C -21.04772 -8.26406 -2.08980
C -21.03455 -9.71447 -2.20211
C -20.55381 -10.66346 -1.15146
C -21.63992 -11.43773 -0.40273
C -21.69551 -10.02822 -3.39656
C -22.03432 -8.78647 -4.04632
C -22.70279 -8.66379 -5.30520
C -23.11342 -7.44256 -5.91299
N -22.99269 -6.17879 -5.35919
C -23.53836 -5.26359 -6.24368
C -23.59848 -3.84890 -6.08620
C -23.16636 -3.13269 -4.94621
N -22.74173 -3.67021 -3.73213
C -22.22076 -2.64550 -2.96069
C -21.58741 -2.75907 -1.68667
C -22.41264 -1.38117 -3.66415
C -23.03843 -1.69735 -4.88476
C -23.51955 -0.77489 -5.96019
C -25.05546 -0.73640 -6.06942
C -22.12633 -0.01506 -3.12623
C -23.37069 0.75175 -2.63122
C -24.02940 -5.97074 -7.40407
C -23.79408 -7.33032 -7.18452
C -24.11670 -8.50246 -8.04789
C -22.88764 -9.15529 -8.70434
C -24.61210 -5.34537 -8.63113
C -23.73286 -5.48389 -9.87368
N -21.60024 -7.73718 -3.23512
C -21.94680 -11.39531 -3.96567
C -20.66371 -12.14368 -4.36348
H -17.34009 -7.02053 1.87898
H -17.25903 -5.77491 0.59474
H -17.94942 -7.35099 0.23876
H -19.09304 -5.26687 2.22878
H -19.84362 -6.82525 1.88340
H -19.80887 -1.97753 0.40176
H -18.78391 -3.10852 1.26941
H -21.74365 -2.57330 1.90629
H -20.36246 -1.89105 2.80920
H -20.67881 -3.64200 2.83095
H -20.14020 -8.15265 -0.11954
H -19.97795 -10.11062 -0.41051
H -19.84552 -11.38267 -1.60441
H -22.36827 -10.76252 0.07372
H -21.18714 -12.04275 0.39942
H -22.18169 -12.11770 -1.07289
H -22.86145 -9.59432 -5.86832
H -23.80185 -3.24137 -6.97120
H -21.40032 -1.85178 -1.09903
H -23.10318 -1.08833 -6.93970
H -23.17775 0.25298 -5.77089
H -25.45137 -1.69910 -6.42514
H -25.33952 0.03804 -6.79128
H -25.52805 -0.50972 -5.10618
H -21.64432 0.59224 -3.90877
H -21.40700 -0.10078 -2.30018
H -24.10909 0.85911 -3.43570
H -23.08358 1.73441 -2.27474
H -23.85283 0.23103 -1.79376
H -24.80729 -8.21537 -8.86170
H -24.63857 -9.25941 -7.42545
H -22.33913 -8.39901 -9.26989
H -23.17548 -9.97272 -9.38361
H -22.19520 -9.57135 -7.97172
H -24.80328 -4.28341 -8.46989
H -25.59881 -5.78650 -8.82778
H -22.76355 -5.01486 -9.74756
H -24.20354 -5.01752 -10.74920
H -23.56281 -6.53651 -10.12528
H -22.56363 -11.29794 -4.85161
H -22.51467 -12.01444 -3.25639
H -20.03414 -11.52845 -5.01630
H -20.91895 -13.07462 -4.89198
H -20.07363 -12.41488 -3.47980
Br -18.61102 -0.15763 -6.93358
C -19.05053 -1.87436 -6.16781
C -19.69340 -2.81946 -6.95897
C -19.99521 -4.05473 -6.38332
C -19.68410 -4.18677 -5.06643
C -19.00712 -3.32547 -4.25369
C -18.68616 -2.09491 -4.83379
H -19.91146 -2.53708 -7.98335
H -20.48742 -4.81724 -6.98737
H -18.75079 -3.49972 -3.19821
H -18.20629 -1.28261 -4.29932
```

=====

- Which value of DFT total energy does entry 1 give?
  -138905.578 eV

=====

- Which of these has the highest DFT total energy?
  C51H73N5P2S4SbSiY